one:
22
Properties=species:S:1:pos:R:3:mulliken_charge:R:1 method="wB97M-V/def2-TZVPD" gap_ha=0.3367 smiles=CCCSS.O.O.O charge=0
C 0.8652 -1.1640 0.6553 0.440
C 1.0551 -1.6207 2.1546 -1.477
C 0.4995 -2.2380 -0.3951 -0.669
S 0.1673 -1.7079 -2.0991 -0.150
S -1.6998 -1.1483 -2.6527 -0.135
H 1.8147 -0.6997 0.2953 0.108
H 0.1203 -0.2733 0.7186 -0.002
H 1.7596 -2.4079 2.0355 0.393
H 1.4523 -0.8842 2.7653 0.403
H 0.1585 -2.0096 2.6233 0.342
H -0.4164 -2.8235 -0.0611 0.327
H 1.2859 -3.0806 -0.4346 0.314
H -1.7615 0.0150 -2.0209 0.140
H -1.0487 3.9104 -1.2259 0.310
H -0.1958 2.9318 -0.4165 0.414
O -0.9273 3.6245 -0.3368 -0.685
H -1.6173 1.9353 0.4709 0.328
H -2.8348 1.9504 -0.4327 0.315
O -2.3534 1.3876 0.2830 -0.637
H 1.4363 1.6226 0.0867 0.313
H 1.3622 1.1184 -1.3892 0.312
O 0.8784 1.5616 -0.6240 -0.704



two:
22
Properties=species:S:1:pos:R:3:mulliken_charge:R:1 method="wB97M-V/def2-TZVPD" gap_ha=0.3365 smiles=CCSSC.O.O.O charge=0
C -0.0456 -1.9197 0.4157 -0.685
C -1.4892 -1.4630 0.3069 -0.621
S -1.7761 0.2870 -0.5001 -0.125
S -0.9713 1.7373 0.8898 -0.068
C 0.3042 2.5959 -0.0127 -0.462
H 0.5771 -1.3062 1.0684 0.270
H -0.0511 -2.8769 0.9225 0.342
H 0.3695 -2.0164 -0.5967 0.237
H -1.9798 -1.4142 1.2646 0.257
H -2.1191 -2.1265 -0.2948 0.397
H 0.3307 2.2850 -1.0656 0.068
H 1.2967 2.3229 0.3619 0.200
H 0.1208 3.6663 0.0631 0.334
H -0.0010 -0.1373 -2.6308 0.305
H 0.7064 1.0760 -3.1549 0.307
O 0.8837 0.1777 -2.8763 -0.695
H 2.5281 0.3484 -0.2569 0.271
H 1.9315 -0.1765 -1.5265 0.397
O 2.4930 -0.4574 -0.7742 -0.620
H -0.6992 0.1939 2.1756 0.148
H -1.6435 -0.5986 3.1355 0.350
O -0.7658 -0.1979 3.0857 -0.608



three:
22
Properties=species:S:1:pos:R:3:mulliken_charge:R:1 method="wB97M-V/def2-TZVPD" gap_ha=0.1426 charge=0
C 1.7336 0.3936 -1.0225 -0.919
C 1.8855 0.2372 0.4758 -0.160
S 1.7546 -1.4265 1.0419 0.005
S -1.2293 -0.5520 2.8385 -0.085
C -1.6572 -0.3288 1.1055 -0.327
H 2.4479 -0.2006 -1.5890 0.401
H 0.7305 0.0912 -1.3225 0.282
H 1.8419 1.4433 -1.2784 0.303
H 1.0529 0.8332 0.9659 0.274
H 2.8351 0.6402 0.8367 0.364
H -2.4061 0.4507 1.0250 0.334
H -2.0052 -1.2408 0.6323 0.398
H -0.7988 -0.0009 0.5298 -0.286
H -0.2867 -3.5404 -1.1539 0.264
H 0.2392 -2.4005 -0.2817 0.243
O -0.5200 -2.6722 -0.8042 -0.535
H -2.1387 1.3665 -2.1587 0.232
H -0.4172 3.1702 0.0333 0.189
O -1.7818 0.9590 -1.3697 -0.671
H -0.0207 -1.1368 2.5595 -0.030
H -1.0964 1.6422 -0.8624 0.341
O -0.1632 2.2722 -0.2009 -0.617



Most stable pick: two. Distance to second place: 0.0174 hartree.